1.
Here is 2 unconnected molecules or ions with the total composition C4H9F3N2O from OMol25. Energies are from ωB97M-V/def2-TZVPD.

XYZ file:
```
19
Properties=species:S:1:pos:R:3:forces:R:3
C 0.2905 -1.2525 -1.1543 0.027 -0.001 -0.427
C -1.0211 -0.7088 0.8805 -0.019 -0.006 0.132
C 1.2475 -0.0650 0.7660 0.723 -0.012 0.081
C 2.6022 -0.0694 0.0268 0.429 0.174 -0.047
N 1.0864 0.5367 1.8766 -0.209 0.278 0.336
N 0.2609 -0.7867 0.2111 -0.189 -0.211 -0.045
O 0.2623 2.2010 -0.5813 -0.163 -0.102 -0.295
F 3.1198 -1.3061 -0.0937 -0.178 -0.149 0.102
F 3.5121 0.6500 0.6995 -0.107 0.073 0.188
F 2.5579 0.4528 -1.2074 -0.228 -0.055 0.011
H 1.2419 -1.7262 -1.3909 -0.082 0.034 -0.007
H -0.4900 -2.0004 -1.2818 0.041 0.020 0.013
H 0.1173 -0.4315 -1.8564 -0.035 -0.064 -0.044
H -1.7526 -1.2880 0.3226 0.039 -0.016 0.015
H -0.9179 -1.1030 1.8915 -0.130 0.052 0.003
H -1.3484 0.3295 0.9527 -0.100 0.007 0.021
H 1.9139 0.9937 2.2426 0.114 -0.163 -0.301
H 0.3246 2.4027 0.3559 0.057 0.071 0.153
H 0.5381 2.9847 -1.0637 0.010 0.070 0.111
```
Positions in Å, forces in eV/Å.

Summary:
Total charge ... 0
HOMO energy ... -8.95 eV
F_max ... 0.7 eV/Å
Energy above the lowest of the compared OMol25 structures with the same formula, charge and spin ... 0.00 kcal/mol
E ... -17474.2753 eV
SMILES ... [H]/N=C(/N(C)C)C(F)(F)F.O
Kohn-Sham gap ... 9.720 eV

These are the Mulliken partial charges, in e, on atoms 1 to 4:
1 C -1.01
2 C -0.85
3 C 0.34
4 C 0.81



2.
Here is 2 unconnected molecules or ions with the total composition C4H9FN3 from OMol25. Energies are from ωB97M-V/def2-TZVPD.

XYZ file:
```
17
Properties=species:S:1:pos:R:3:forces:R:3
C -0.9108 2.4456 0.1022 0.049 3.100 -1.483
C -0.3271 1.9212 -0.9649 -0.312 0.179 -2.153
C 0.5212 -1.2348 0.5770 -0.171 0.787 -0.828
C -0.0880 0.4856 -1.0626 -5.141 -4.007 0.309
N 1.0724 -1.5934 1.7483 -1.374 -0.282 -3.018
N -0.0655 -2.0820 -0.2262 -0.349 -0.878 -0.062
N 0.4842 0.0169 0.1037 2.975 1.857 2.658
F 0.4740 -0.1885 -2.1216 -0.005 1.407 -0.357
H -1.1978 3.5589 -0.0867 0.391 -2.163 1.111
H -1.1135 1.9211 1.0147 -0.162 0.007 0.275
H -0.2635 2.4212 -1.9482 0.070 0.127 0.830
H -1.5171 -0.1597 -0.9869 3.638 1.726 -0.512
H 0.8047 -2.4276 2.1681 -0.374 -1.744 0.574
H 1.5360 -0.9875 2.3121 1.430 2.345 1.714
H -0.1579 -3.0143 0.0720 -0.216 -1.256 0.113
H -0.3717 -1.8450 -1.1662 0.204 0.025 0.491
H 1.1203 0.7622 0.4652 -0.653 -1.230 0.339
```
Positions in Å, forces in eV/Å.

Summary:
Total charge ... +1
HOMO energy ... -13.70 eV
F_max ... 6.5 eV/Å
Energy above the lowest of the compared OMol25 structures with the same formula, charge and spin ... 41.83 kcal/mol
E ... -11473.0920 eV
Kohn-Sham gap ... 10.135 eV

These are the Mulliken partial charges, in e, on atoms 1 to 4:
1 C -0.65
2 C -0.69
3 C 0.69
4 C 0.34



3.
Here is a molecular structure, C30H20ClN6OsSe from OMol25. Energies are from ωB97M-V/def2-TZVPD.

XYZ file:
```
59
Properties=species:S:1:pos:R:3:forces:R:3
Os 0.0312 -0.4335 -0.1330 0.325 0.032 -0.197
C -2.5371 3.4413 -2.6313 0.665 2.507 0.406
C -2.3718 3.3881 -1.2485 -0.056 -0.679 0.025
C -1.2450 2.7706 -0.7218 -0.141 -0.136 -0.082
C -0.2770 2.2977 -1.6014 0.085 0.221 0.321
C -0.2646 2.7369 -2.9248 -0.156 -0.269 -0.116
C -1.4073 3.3259 -3.4366 -0.077 -0.640 -0.034
N 0.5861 1.2156 -1.1845 -0.100 -0.067 -0.524
N 1.5807 1.0642 -1.9447 0.201 0.186 0.266
C 2.2225 -0.1967 -1.8577 -0.041 -0.014 -0.010
C 2.6812 -0.5955 -3.1232 -0.084 -0.054 -0.022
C 3.2021 -1.8475 -3.3382 -0.011 0.013 -0.003
C 3.3060 -2.7315 -2.2657 -0.001 -0.011 0.007
C 2.9297 -2.3322 -1.0063 -0.015 -0.014 -0.002
C 2.3980 -1.0545 -0.7359 0.069 0.080 -0.006
H -3.3752 4.0189 -3.0064 -0.304 -0.557 -0.164
H -3.1745 3.6960 -0.5898 0.042 0.106 0.002
H -1.1264 2.6138 0.3424 -0.073 -0.093 -0.007
H 0.5962 2.5366 -3.5450 -0.069 -0.124 -0.057
H -1.4598 3.5641 -4.4907 0.038 0.135 0.027
H 2.5747 0.1150 -3.9316 0.012 0.003 0.000
H 3.5310 -2.1388 -4.3263 0.011 0.005 0.002
H 3.7218 -3.7192 -2.4096 -0.008 -0.003 -0.001
H 3.1037 -3.0105 -0.1862 -0.014 -0.004 -0.005
Se -7.2005 1.8985 -0.3468 -0.002 -0.006 0.000
N -6.0190 1.4608 -1.6019 -0.007 -0.006 0.000
C -4.9505 1.0271 -0.9895 -0.062 -0.092 -0.086
C -3.7672 0.5453 -1.6964 0.485 0.876 0.398
C -3.4859 0.8026 -3.0317 -1.146 -2.644 -0.601
C -2.4192 0.1022 -3.5895 0.332 0.361 0.109
C -1.4920 -0.5158 -2.7680 -0.005 -0.016 0.033
N -1.5840 -0.4362 -1.4337 0.013 0.111 0.073
C -2.7206 0.0603 -0.9132 0.087 0.111 0.000
C -2.6966 0.2679 0.5171 -0.059 0.019 -0.008
N -1.4801 0.1421 1.0805 -0.047 -0.080 0.056
C -1.3751 0.2732 2.4026 0.011 0.028 -0.013
C -2.4644 0.6133 3.1936 -0.011 -0.001 -0.001
C -3.6907 0.8558 2.6070 -0.009 -0.027 0.011
C -3.8117 0.6877 1.2306 0.018 0.020 -0.019
C -4.9997 1.0331 0.4539 -0.019 -0.016 0.016
N -6.1112 1.4585 0.9885 0.007 0.017 0.002
H -4.3047 1.0910 -3.6809 0.223 0.756 0.060
H -2.2644 0.0874 -4.6591 -0.010 -0.013 -0.002
H -0.6356 -1.0506 -3.1574 0.052 0.084 -0.005
H -0.3902 0.1175 2.8185 -0.002 -0.005 0.002
H -2.3268 0.7091 4.2609 0.002 0.000 0.000
H -4.5467 1.1733 3.1867 0.002 0.008 -0.002
C 2.1135 0.0811 3.4217 -0.007 -0.001 -0.008
C 2.0458 1.0429 2.4495 0.011 -0.006 0.009
C 2.0803 0.6829 1.0890 -0.042 0.116 -0.010
C 2.1985 -0.6581 0.6906 -0.167 -0.165 0.276
C 2.2158 -1.6330 1.7330 0.055 -0.031 -0.017
C 2.1836 -1.2724 3.0509 -0.012 0.003 -0.001
H 2.1160 0.3576 4.4682 -0.004 0.000 -0.001
H 2.0042 2.0924 2.7092 0.015 0.000 0.002
H 2.2182 1.4806 0.3777 0.015 -0.032 -0.030
H 2.2290 -2.6829 1.4904 0.006 0.003 -0.002
H 2.2049 -2.0420 3.8102 -0.002 0.000 0.001
Cl -0.4973 -2.6084 0.6478 -0.016 0.007 -0.069
```
Positions in Å, forces in eV/Å.

Summary:
Total charge ... +1
HOMO energy (alpha / beta) ... -10.57 / -10.57 eV
F_max ... 2.9 eV/Å
Energy above the lowest of the compared OMol25 structures with the same formula, charge and spin ... 22.29 kcal/mol
E ... -120705.3509 eV
Kohn-Sham gap (alpha / beta) ... 6.618 / 6.622 eV

These are the Mulliken partial charges, in e, on atoms 1 to 4:
1 Os 0.51
2 C -0.73
3 C -0.41
4 C 0.02